# 1
This record from the OMol25 dataset describes C31H24CoN5O5 as an isolated structure. The level of theory is wB97M-V/def2-TZVPD.

Calculated values
* HOMO-LUMO gap (spin up / spin down): 6.20 / 6.01 eV
* net charge: 0
* total energy: -87849.166 eV
* LUMO energy (spin up / spin down): -1.27 / -1.46 eV

The geometry in XYZ format:
```
66
C31H24CoN5O5 | the OMol25 dataset | wB97M-V/def2-TZVPD
Co 0.00 0.09 0.14
C -2.39 2.26 3.12
O -2.40 1.08 3.92
C -1.26 0.34 4.03
C -0.99 -0.19 5.26
C 0.14 -1.00 5.48
C 0.99 -1.25 4.44
C 0.72 -0.74 3.16
C 1.63 -1.08 2.11
N 1.47 -0.76 0.87
N 2.41 -1.18 -0.04
C 2.04 -0.80 -1.23
O 0.96 -0.12 -1.45
C 2.88 -1.16 -2.39
C 2.59 -0.60 -3.64
C 3.37 -0.92 -4.74
C 4.43 -1.81 -4.61
C 4.71 -2.37 -3.37
C 3.95 -2.05 -2.27
C -0.43 0.05 2.91
O -0.76 0.51 1.73
H -2.43 2.03 2.06
H -1.50 2.86 3.33
H -3.28 2.82 3.42
H -1.67 0.04 6.07
H 0.33 -1.40 6.47
H 1.87 -1.86 4.58
H 2.53 -1.65 2.36
H 1.76 0.09 -3.72
H 3.15 -0.48 -5.70
H 5.03 -2.07 -5.47
H 5.54 -3.06 -3.27
H 4.16 -2.47 -1.29
C -1.13 -0.96 -9.79
O -2.02 -0.21 -8.99
C -2.68 -0.88 -8.00
C -3.49 -0.10 -7.18
C -4.19 -0.68 -6.14
C -4.09 -2.05 -5.90
C -3.32 -2.82 -6.75
C -2.60 -2.25 -7.78
N -4.78 -2.79 -4.86
N -4.39 -2.74 -3.68
C -3.69 -1.73 -2.99
C -3.91 -0.37 -3.11
C -3.20 0.58 -2.36
C -2.21 0.18 -1.49
O -1.45 1.00 -0.81
C -2.04 -1.21 -1.29
N -1.10 -1.56 -0.37
C -0.88 -2.82 -0.10
C -1.60 -3.85 -0.75
C -2.54 -3.53 -1.70
C -2.79 -2.17 -2.00
H -0.66 -0.24 -10.47
H -1.65 -1.71 -10.38
H -0.35 -1.44 -9.19
H -3.56 0.96 -7.38
H -4.84 -0.06 -5.54
H -3.28 -3.89 -6.59
H -1.99 -2.87 -8.41
H -4.70 -0.05 -3.77
H -3.38 1.64 -2.45
H -0.12 -3.04 0.63
H -1.39 -4.88 -0.50
H -3.10 -4.30 -2.21
```

---

# 2
This record from the OMol25 dataset describes a 2-piece molecular cluster, C7H15NO2 overall. The level of theory is wB97M-V/def2-TZVPD.

Calculated values
* HOMO-LUMO gap: 9.24 eV
* ΔE to the lowest compared entry with this formula, charge and spin: 100.6 kcal per mole
* net charge: 0
* total energy: -13083.918 eV
* LUMO energy: 0.69 eV

The geometry in XYZ format:
```
25
C7H15NO2 | the OMol25 dataset | wB97M-V/def2-TZVPD
C -2.71 -0.12 1.34
C -1.45 0.02 0.51
C -0.37 0.61 1.41
C 0.93 0.84 0.66
C 1.39 -0.27 -0.17
O 2.58 -0.61 -0.21
C 0.23 -0.90 -0.97
C -0.91 -1.30 -0.10
H -2.58 -0.79 2.15
H -3.56 -0.53 0.78
H -2.95 0.87 1.70
H -1.53 0.69 -0.31
H -0.39 -0.05 2.30
H -0.52 1.53 2.04
H 0.67 1.59 -0.16
H 1.81 1.19 1.31
H 0.66 -1.75 -1.53
H -0.07 -0.19 -1.71
H -1.69 -1.61 -0.85
H -0.76 -2.07 0.67
N 3.18 0.73 -2.17
O 1.86 1.06 -2.29
H 3.55 0.21 -3.08
H 3.71 1.64 -1.78
H 3.30 -0.16 -1.53
```

---

# 3
This record from the OMol25 dataset describes one molecule with the formula C13H10ClF. The level of theory is wB97M-V/def2-TZVPD.

Calculated values
* HOMO-LUMO gap: 10.04 eV
* ΔE to the lowest compared entry with this formula, charge and spin: 0.0 kcal per mole
* net charge: 0
* total energy: -28881.817 eV
* LUMO energy: 0.68 eV

The geometry in XYZ format:
```
25
C13H10ClF | the OMol25 dataset | wB97M-V/def2-TZVPD
F -2.12 -1.49 -0.01
C -0.88 -0.87 -0.57
Cl -0.86 -1.56 -2.28
C -0.97 0.60 -0.78
C 0.20 1.30 -1.12
C 0.17 2.67 -1.35
C -1.03 3.32 -1.34
C -2.23 2.70 -1.12
C -2.15 1.34 -0.76
C 0.28 -1.30 0.37
C 1.43 -1.91 -0.16
C 2.36 -2.43 0.75
C 2.22 -2.20 2.12
C 1.08 -1.55 2.60
C 0.11 -1.22 1.72
H 1.13 0.86 -1.17
H 1.03 3.42 -1.48
H -0.97 4.32 -1.61
H -3.28 2.99 -1.18
H -3.03 0.79 -0.45
H 1.57 -2.04 -1.22
H 3.05 -3.10 0.37
H 2.94 -2.43 2.88
H 0.93 -1.48 3.65
H -0.96 -0.74 2.14
```

---

# 4
This record from the OMol25 dataset describes C2H4ORh as an isolated structure. The level of theory is wB97M-V/def2-TZVPD.

Calculated values
* HOMO-LUMO gap (spin up / spin down): 5.59 / 7.70 eV
* ΔE to the lowest compared entry with this formula, charge and spin: 14.6 kcal per mole
* net charge: +2
* spin multiplicity: 6
* total energy: -7164.715 eV
* LUMO energy (spin up / spin down): -11.60 / -14.81 eV

The geometry in XYZ format:
```
8
C2H4ORh | the OMol25 dataset | wB97M-V/def2-TZVPD
O 1.67 -0.17 0.08
Rh 3.55 -0.10 -0.67
C 0.52 -0.05 -0.19
C -0.66 0.23 -0.68
H -1.01 1.26 -0.64
H -1.15 -0.51 -1.32
H -1.15 -0.43 1.93
H -1.77 -0.23 1.49
```

---

# 5
This record from the OMol25 dataset describes C22H17N4O7RuS3 as an isolated structure. The level of theory is wB97M-V/def2-TZVPD.

Calculated values
* HOMO-LUMO gap (spin up / spin down): 7.62 / 6.51 eV
* ΔE to the lowest compared entry with this formula, charge and spin: 12.7 kcal per mole
* net charge: 0
* spin multiplicity: 6
* total energy: -78465.127 eV
* LUMO energy (spin up / spin down): -0.43 / -1.53 eV

The geometry in XYZ format:
```
54
C22H17N4O7RuS3 | the OMol25 dataset | wB97M-V/def2-TZVPD
Ru -0.81 -0.18 0.58
O -2.94 0.27 -0.05
N -3.99 0.01 0.72
C -5.20 0.41 0.28
C -6.33 0.19 1.02
C -6.21 -0.47 2.25
C -4.97 -0.88 2.67
C -3.83 -0.63 1.90
S -2.25 -1.11 2.37
H -5.19 0.91 -0.68
H -7.28 0.53 0.64
H -7.09 -0.66 2.86
H -4.84 -1.40 3.61
O 0.23 1.74 1.21
C 0.48 2.78 0.60
C 0.18 3.08 -0.77
C 0.57 4.33 -1.25
C 0.29 4.69 -2.54
C -0.40 3.80 -3.39
C -0.79 2.57 -2.94
C -0.50 2.15 -1.60
O -0.84 0.98 -1.22
N 0.70 6.00 -3.04
O 0.42 6.29 -4.19
O 1.30 6.75 -2.28
H 0.97 3.59 1.16
H 1.10 5.04 -0.62
H -0.62 4.12 -4.40
H -1.33 1.88 -3.57
O 3.98 -3.24 0.91
C 3.51 -3.21 2.18
C 4.31 -3.77 3.17
C 3.87 -3.82 4.48
C 2.63 -3.29 4.83
C 1.86 -2.69 3.85
C 2.28 -2.64 2.52
C 1.42 -1.93 1.54
O 0.54 -1.10 1.99
N 1.61 -2.19 0.28
N 0.64 -1.63 -0.55
C 1.07 -1.48 -1.76
S 2.77 -1.66 -2.13
C 2.61 -0.82 -3.73
C 1.33 -1.30 -4.38
S 0.02 -1.26 -3.13
H 3.25 -2.92 0.34
H 5.27 -4.18 2.88
H 4.50 -4.27 5.24
H 2.28 -3.34 5.85
H 0.90 -2.24 4.10
H 3.49 -1.06 -4.32
H 2.58 0.25 -3.55
H 1.43 -2.32 -4.74
H 1.03 -0.65 -5.20
```

---

# 6
This record from the OMol25 dataset describes a 3-piece molecular cluster, C5H10O2 overall. The level of theory is wB97M-V/def2-TZVPD.

Calculated values
* HOMO-LUMO gap (spin up / spin down): 8.98 / 7.78 eV
* ΔE to the lowest compared entry with this formula, charge and spin: 157.4 kcal per mole
* net charge: 0
* total energy: -9436.219 eV
* LUMO energy (spin up / spin down): 0.84 / 0.37 eV

The geometry in XYZ format:
```
17
C5H10O2 | the OMol25 dataset | wB97M-V/def2-TZVPD
C -0.43 0.04 0.38
C -1.66 1.50 -1.29
C -0.85 -1.31 -0.11
C 1.82 -0.19 0.99
C 2.73 -0.65 0.17
O 0.19 0.89 -0.29
O -1.03 0.36 1.54
H -0.68 1.23 1.81
H 1.93 0.04 2.05
H -0.40 -2.07 0.53
H -2.57 1.18 -0.79
H -1.40 2.54 -1.16
H -1.44 1.04 -2.24
H -0.51 -1.45 -1.13
H -1.94 -1.42 -0.06
H 2.52 -0.80 -0.89
H 3.73 -0.93 0.49
```

---

Which value of total energy does entry 3 give? -28881.817 eV

---

What is the total energy in the first record? -87849.166 eV

---

Look up the total energy of the sixth one. -9436.219 eV